{
  "formula": "C4H14NO2",
  "method": "the ωB97M-V functional and the def2-TZVPD basis",
  "symbols": ["C", "O", "C", "C", "C", "N", "H", "H", "H", "H", "H", "H", "H", "H", "H", "H", "H", "H", "H", "H", "O"],
  "xyz": [[-2.193, 0.814, 0.162], [2.038, -0.795, 0.357], [-1.463, 1.471, 1.104], [-0.222, 0.899, 1.693], [1.024, 1.671, 1.296], [0.331, -2.026, -3.275], [-3.134, 1.235, -0.247], [-1.849, -0.178, -0.177], [2.728, -1.510, 0.192], [-1.775, 2.494, 1.383], [-0.306, 0.856, 2.760], [-0.120, -0.107, 1.261], [1.029, 2.755, 1.596], [1.917, 1.214, 1.718], [1.247, 1.610, 0.245], [-0.013, -1.712, -2.344], [0.910, -1.301, -3.724], [-0.397, -2.371, -3.841], [-0.574, -2.403, 0.075], [1.073, -1.175, 0.004], [-0.250, -1.440, -0.236]],
  "forces_ev_per_angstrom": [[-0.9228, -0.0659, -0.4523], [-0.0072, -1.8883, -0.7634], [0.6784, 0.5016, 0.3869], [-0.5000, -0.3593, -1.2738], [0.4522, 1.9242, 0.3340], [0.7791, 1.7736, 1.8422], [0.4613, -0.6396, 0.5925], [0.3342, 0.4812, -0.5903], [-1.1807, 1.2196, 0.2576], [0.5128, -0.3104, -0.4049], [0.1394, -0.2621, 0.9285], [-0.3094, -0.0020, 0.7098], [0.0136, -0.9286, -0.2391], [-0.1103, -0.2955, 0.7016], [-0.5498, 0.1137, -0.6819], [0.3817, -0.3576, -1.0923], [-0.4666, -0.7495, 0.2590], [-0.7785, -0.5399, -0.8513], [1.1177, 2.8749, -0.8973], [1.1023, 0.5980, 0.4127], [-1.1474, -3.0880, 0.8221]],
  "homo_lumo_gap_ev": 3.38,
  "total_charge": 1,
  "total_energy_ev": -9944.768
}

***

{
  "formula": "C12H18OSi",
  "method": "the ωB97M-V functional and the def2-TZVPD basis",
  "symbols": ["C", "C", "C", "C", "C", "C", "C", "C", "C", "C", "C", "C", "O", "Si", "H", "H", "H", "H", "H", "H", "H", "H", "H", "H", "H", "H", "H", "H", "H", "H", "H", "H"],
  "xyz": [[3.674, 1.665, -0.271], [2.393, 2.186, -0.036], [3.872, 0.366, -0.076], [1.331, 1.344, 0.041], [2.877, -0.632, 0.251], [1.547, -0.108, 0.028], [3.221, -1.923, 0.531], [0.481, -0.912, -0.277], [0.271, -2.218, -0.858], [-2.404, -0.240, 1.821], [-3.646, -0.624, -0.738], [-2.735, 2.242, -0.227], [-1.146, -0.013, -0.870], [-2.372, 0.390, 0.006], [4.634, 2.208, -0.381], [2.259, 3.273, -0.059], [4.863, -0.023, 0.085], [0.397, 1.644, 0.379], [2.507, -2.756, 0.583], [4.278, -2.230, 0.393], [-0.726, -2.556, -1.129], [0.826, -2.273, -1.844], [0.692, -2.979, -0.165], [-1.714, -1.050, 1.733], [-1.867, 0.330, 2.645], [-3.443, -0.518, 2.046], [-3.634, -1.671, -0.284], [-4.564, -0.202, -0.633], [-3.531, -0.680, -1.892], [-3.218, 2.635, 0.669], [-1.753, 2.809, -0.365], [-3.371, 2.518, -1.106]],
  "forces_ev_per_angstrom": [[2.4019, -0.5579, 0.2949], [-2.1665, 0.9434, -0.8928], [1.1686, -1.3154, 1.0449], [2.3164, -0.1020, 0.8995], [0.3579, -1.1929, -0.4928], [-3.5758, -0.6956, -0.3915], [0.2255, 0.2713, -1.1679], [-1.8758, 3.2735, -1.2077], [1.0824, -1.7338, -0.6996], [1.0521, 1.8541, 0.1766], [0.9472, -2.8793, -2.4295], [0.8793, 0.6883, -0.3782], [6.7965, -2.1725, -0.1962], [-1.6657, 1.4439, 2.0697], [-1.1545, 0.3300, -0.1043], [-0.1552, -0.4441, 0.2918], [0.5548, 0.0996, -0.5337], [-1.6279, 0.7460, -0.1259], [0.3556, 0.7033, 0.4277], [-0.7385, 0.3563, 0.4565], [-0.2295, 0.6443, 0.5007], [-0.2077, 0.0222, 1.0366], [-0.2635, 0.2780, -0.5840], [-0.0253, -1.4205, -0.0672], [-1.1825, -0.1244, -0.8920], [0.5702, -0.0878, 0.2970], [-0.1105, 1.2290, -0.7579], [-3.1055, 0.9829, 0.6655], [0.1345, -0.1378, 1.8901], [-0.0464, 0.1567, -0.0030], [-1.1911, -0.6890, 0.2396], [0.4789, -0.4697, 0.6333]],
  "homo_lumo_gap_ev": [7.19, 7.19],
  "total_energy_ev": -22657.527
}

***

{
  "formula": "C38H36N8O4SeSr",
  "method": "the ωB97M-V functional and the def2-TZVPD basis",
  "symbols": ["Sr", "O", "C", "C", "C", "C", "C", "C", "C", "O", "N", "N", "C", "C", "C", "C", "C", "C", "N", "H", "H", "H", "H", "H", "H", "H", "H", "H", "H", "O", "C", "C", "C", "C", "C", "C", "C", "N", "C", "C", "N", "H", "H", "H", "H", "H", "H", "H", "O", "C", "C", "C", "C", "C", "C", "C", "C", "N", "H", "H", "H", "H", "H", "H", "H", "H", "H", "H", "H", "C", "N", "C", "Se", "N", "C", "C", "C", "C", "C", "C", "H", "H", "H", "H", "H", "H", "H", "H"],
  "xyz": [[0.287, 0.679, 0.081], [2.207, -2.223, -3.083], [1.567, -3.379, -2.816], [1.902, -4.492, -3.584], [1.273, -5.701, -3.366], [0.296, -5.827, -2.381], [-0.027, -4.725, -1.612], [0.606, -3.494, -1.801], [0.260, -2.333, -0.939], [0.476, -1.144, -1.409], [-0.232, -2.625, 0.247], [-0.585, -1.477, 0.919], [-0.868, -1.550, 2.154], [-1.280, -0.315, 2.869], [-1.453, -0.353, 4.245], [-1.865, 0.798, 4.898], [-2.097, 1.942, 4.157], [-1.889, 1.890, 2.784], [-1.487, 0.799, 2.146], [1.836, -1.555, -2.470], [2.666, -4.383, -4.342], [1.542, -6.558, -3.971], [-0.210, -6.770, -2.225], [-0.780, -4.792, -0.838], [-0.825, -2.487, 2.710], [-1.251, -1.269, 4.785], [-1.994, 0.802, 5.973], [-2.417, 2.864, 4.622], [-2.031, 2.774, 2.171], [1.636, 0.845, 1.823], [1.549, 1.652, 2.831], [1.760, 1.180, 4.149], [1.677, 2.006, 5.247], [1.372, 3.359, 5.102], [1.155, 3.849, 3.830], [1.239, 3.039, 2.693], [1.016, 3.677, 1.383], [0.465, 3.181, 0.283], [0.460, 4.202, -0.644], [1.005, 5.323, -0.109], [1.353, 4.976, 1.175], [1.963, 0.122, 4.262], [1.842, 1.593, 6.236], [1.291, 4.007, 5.964], [0.874, 4.892, 3.715], [0.072, 4.060, -1.638], [1.182, 6.304, -0.512], [1.826, 5.556, 1.845], [-1.732, 0.222, -2.752], [-1.153, 1.508, -2.826], [-0.215, 1.704, -4.009], [1.004, 0.778, -4.046], [2.216, 1.179, -3.240], [3.440, 1.345, -3.881], [4.578, 1.606, -3.141], [4.471, 1.705, -1.765], [3.217, 1.559, -1.201], [2.111, 1.308, -1.908], [-1.042, -0.412, -2.495], [-0.611, 1.731, -1.903], [-1.971, 2.227, -2.885], [0.101, 2.752, -4.037], [-0.801, 1.527, -4.915], [1.327, 0.669, -5.082], [0.708, -0.223, -3.729], [3.492, 1.242, -4.957], [5.537, 1.718, -3.631], [5.331, 1.884, -1.135], [3.089, 1.642, -0.125], [4.085, -1.519, 3.185], [3.015, -2.412, 2.800], [2.877, -2.990, 1.573], [3.884, -2.689, 0.085], [1.778, -3.781, 1.640], [1.165, -3.664, 2.872], [0.001, -4.200, 3.392], [-0.338, -3.835, 4.690], [0.462, -2.970, 5.436], [1.633, -2.433, 4.912], [1.965, -2.795, 3.618], [4.742, -1.409, 2.326], [4.639, -1.941, 4.025], [3.684, -0.543, 3.456], [1.361, -4.152, 0.799], [-0.624, -4.862, 2.808], [-1.242, -4.234, 5.130], [0.167, -2.714, 6.446], [2.253, -1.759, 5.488]],
  "forces_ev_per_angstrom": [[-0.5095, 0.3200, -0.9426], [-0.0039, -0.0312, 0.0174], [0.0429, 0.0752, -0.0482], [-0.0183, -0.0156, 0.0185], [-0.0115, -0.0330, 0.0036], [-0.0144, 0.0296, -0.0084], [0.0808, -0.0481, 0.0610], [-0.0324, -0.0043, 0.0460], [-0.0678, -0.1064, -0.2392], [-0.1217, -0.9496, -0.2134], [-0.3857, 0.2419, -0.1612], [-0.0590, -0.3775, -0.1345], [-0.3650, 0.2618, 0.2292], [-0.0142, -0.2995, -0.2204], [-0.0883, 0.0844, 0.0725], [0.0334, -0.0269, -0.0133], [-0.0205, 0.0372, -0.0459], [0.1238, 0.0421, 0.0799], [0.0166, -0.1347, 0.0711], [0.0113, 0.0133, 0.0109], [-0.0037, 0.0170, -0.0024], [-0.0006, 0.0047, -0.0022], [0.0084, -0.0024, 0.0015], [-0.0192, -0.0050, -0.0107], [-0.3152, 0.6040, -0.2653], [-0.0595, 0.1059, -0.0763], [-0.0120, 0.0054, 0.0056], [0.0043, 0.0031, 0.0049], [-0.0133, 0.0063, 0.0121], [0.8089, 0.2866, 0.9598], [0.0524, 0.0764, -0.0425], [-0.0939, 0.0406, 0.0501], [0.0042, -0.0388, 0.0049], [-0.0077, 0.0014, 0.0008], [-0.0042, -0.0059, 0.0451], [-0.0121, 0.0709, -0.0399], [0.0430, -0.1000, 0.1629], [0.0771, 0.6238, 0.2380], [-0.0039, -0.0535, -0.0414], [0.0178, 0.0233, 0.0179], [0.0055, 0.0109, -0.0354], [-0.0830, 0.1497, -0.0027], [-0.0061, 0.0105, 0.0131], [0.0000, 0.0042, -0.0040], [-0.0048, -0.0018, 0.0031], [-0.0018, 0.0007, 0.0049], [-0.0079, -0.0030, -0.0015], [0.0317, 0.0034, -0.0106], [0.0712, 0.0031, 0.0047], [0.1120, -0.0585, 0.0322], [-0.0375, 0.0723, -0.0237], [0.0391, -0.0527, 0.0062], [-0.0152, -0.0009, 0.0458], [-0.0129, -0.0038, -0.0185], [0.0317, -0.0007, 0.0080], [-0.0355, 0.0096, 0.0125], [-0.0446, 0.0876, 0.0158], [-0.0543, -0.0182, -0.1019], [-0.0173, -0.0195, -0.0048], [0.0184, 0.3010, -0.0871], [-0.0407, -0.0538, -0.0172], [0.0113, -0.0040, 0.0023], [-0.0057, 0.0071, 0.0054], [0.0044, 0.0125, 0.0006], [-0.0273, -0.0174, -0.0231], [0.0084, -0.0060, 0.0022], [-0.0026, -0.0012, -0.0022], [0.0065, 0.0039, -0.0075], [0.0031, -0.0332, 0.0011], [0.0001, 0.0545, -0.0085], [-0.0222, -0.0587, 0.0894], [-0.0630, 0.1903, -0.0365], [-0.0088, -0.0502, -0.0285], [0.3320, -0.1172, 0.2264], [0.2814, -0.2524, -0.0119], [0.3076, -0.4990, 0.2658], [0.0778, -0.1893, 0.0791], [0.0843, -0.0940, 0.0069], [-0.0428, -0.0621, 0.0265], [0.0387, 0.0035, -0.0915], [0.0166, -0.0009, 0.0150], [0.0056, -0.0086, 0.0037], [0.0567, -0.0545, -0.0657], [-0.0672, -0.0014, 0.0862], [0.0058, 0.0142, -0.0160], [-0.0136, 0.0058, 0.0039], [0.0001, 0.0057, 0.0154], [-0.0025, -0.0301, 0.0163]],
  "homo_lumo_gap_ev": 7.16,
  "total_energy_ev": -126288.222
}

***

Number 1: largest force on an atom 3.40 eV/A. Number 2: largest force on an atom 7.14 eV/A. Number 3: largest force on an atom 1.29 eV/A.